Entry from OMol25: C38H45BrN4O7S2W as an isolated structure at a distorted geometry (ωB97M-V/def2-TZVPD).

ORCA input file:
```
! wB97M-V def2-TZVPD RIJCOSX def2/J DEFGRID3
* xyz 0 1
W -0.38 -1.08 -0.10
C -0.83 -2.22 2.01
C 0.09 -1.21 2.40
C -0.48 0.06 2.06
C -1.78 -0.17 1.49
C -2.00 -1.58 1.48
C -3.32 -2.26 1.21
C -2.82 0.88 1.19
C 0.01 1.35 2.67
C 1.34 -1.41 3.20
C -0.74 -3.68 2.37
H -3.18 -3.30 0.92
H -3.86 -1.75 0.41
H -3.94 -2.24 2.11
H -2.70 1.27 0.17
H -2.71 1.71 1.89
H -3.82 0.47 1.29
H 1.00 1.61 2.31
H 0.06 1.24 3.76
H -0.66 2.17 2.43
H 1.98 -0.54 3.14
H 1.89 -2.28 2.85
H 1.09 -1.57 4.25
H -1.14 -4.31 1.57
H -1.33 -3.88 3.27
H 0.29 -3.96 2.56
O 1.27 2.09 -5.10
C 0.95 1.47 -4.12
C 0.39 2.06 -2.83
O 0.22 3.25 -2.60
C 0.17 0.91 -1.98
C 0.56 -0.28 -2.61
O 0.49 -1.36 -1.85
C 1.07 -0.05 -3.94
O 1.55 -0.83 -4.75
O -0.23 0.76 -0.72
C -3.59 4.74 -0.62
C -3.95 6.05 0.07
C -2.87 6.61 1.00
C -2.59 5.77 2.25
N -1.76 4.61 1.98
C -0.51 4.67 1.42
S -0.13 3.57 0.24
N 0.43 5.55 1.81
C 0.50 6.44 2.95
C 1.96 6.76 3.27
C 2.67 5.70 4.12
C 2.86 4.36 3.42
H -4.25 4.58 -1.47
H -3.70 3.88 0.04
H -2.57 4.76 -1.00
H -4.88 5.92 0.64
H -4.15 6.80 -0.69
H -3.19 7.61 1.33
H -1.94 6.73 0.44
H -3.53 5.40 2.68
H -2.10 6.39 3.00
H -2.28 3.90 1.48
H 1.27 5.47 1.27
H 0.02 5.97 3.81
H -0.02 7.38 2.73
H 2.00 7.71 3.81
H 2.51 6.90 2.34
H 2.11 5.55 5.05
H 3.65 6.09 4.40
H 1.90 3.90 3.19
H 3.43 3.69 4.05
H 3.41 4.50 2.49
Br -3.31 -5.83 -6.39
C -2.85 -4.80 -4.87
C -3.68 -3.77 -4.46
C -3.32 -2.98 -3.39
C -2.14 -3.26 -2.67
C -1.31 -4.32 -3.10
C -1.66 -5.08 -4.20
C -1.71 -2.51 -1.53
O -2.06 -1.28 -1.28
O -0.88 -3.00 -0.65
H -4.61 -3.59 -4.99
H -3.96 -2.18 -3.07
H -0.38 -4.50 -2.58
H -1.01 -5.86 -4.55
N 2.23 1.39 0.40
C 2.63 0.12 0.19
N 1.85 -0.95 0.26
C 2.59 -2.10 0.05
C 2.10 -3.40 0.05
C 2.98 -4.46 -0.15
C 4.34 -4.24 -0.33
C 4.85 -2.95 -0.33
C 3.97 -1.90 -0.14
S 4.34 -0.20 -0.09
H 1.28 1.67 0.14
H 2.92 2.11 0.24
H 1.04 -3.58 0.18
H 2.60 -5.47 -0.15
H 4.99 -5.08 -0.49
H 5.90 -2.77 -0.48
*
```

orbital gap = 0.23614 Eh
E_LUMO = -0.2 eV
HOMO = -6.61 eV
electronic energy = -5658.3136 Ha

How positive or negative is each atom? The Löwdin charges in e answer that: W 1.717; C -0.280; C -0.250; C -0.257; C -0.299; C -0.311; C -0.015; C -0.010; C -0.044; C -0.009; C -0.017; H 0.082; H 0.080; H 0.094; H 0.081; H 0.065; H 0.081; H 0.043; H 0.096; H 0.023; H 0.079; H 0.076; H 0.097; H 0.077; H 0.094; H 0.074; O 0.157; C -0.227; C -0.276; O 0.042; C -0.232; C -0.204; O -0.166; C -0.269; O 0.112; O -0.267; C -0.104; C -0.252; C -0.195; C -0.188; N -0.002; C -0.812; S 0.830; N -0.003; C -0.198; C -0.195; C -0.257; C -0.106; H 0.074; H 0.055; H 0.057; H 0.104; H 0.104; H 0.109; H 0.113; H 0.125; H 0.092; H 0.060; H 0.104; H 0.126; H 0.116; H 0.110; H 0.115; H 0.107; H 0.105; H 0.054; H 0.073; H 0.074; Br 0.744; C -0.663; C -0.116; C 0.012; C -0.112; C 0.017; C -0.108; C -0.497; O -0.072; O -0.148; H 0.103; H 0.124; H 0.127; H 0.105; N 0.108; C -0.614; N -0.029; C -0.298; C -0.018; C -0.069; C -0.088; C -0.089; C -0.457; S 1.117; H -0.006; H 0.100; H 0.081; H 0.105; H 0.102; H 0.108

=====

Entry from OMol25: C16H13Cl5O2SSeSiV as an isolated structure at a distorted geometry (ωB97M-V/def2-TZVPD).

ORCA input file:
```
! wB97M-V def2-TZVPD RIJCOSX def2/J DEFGRID3
* xyz 0 2
V -0.21 -0.13 -0.56
O -1.93 -2.83 1.69
C -1.15 -2.61 0.82
O -0.84 -1.28 0.51
C -0.40 -3.58 0.00
C -0.36 -4.88 0.51
C 0.33 -5.88 -0.14
C 0.97 -5.58 -1.34
C 0.92 -4.30 -1.87
C 0.23 -3.28 -1.21
S 0.17 -1.74 -2.11
H -0.87 -5.08 1.45
H 0.37 -6.88 0.27
H 1.52 -6.35 -1.87
H 1.41 -4.08 -2.81
Cl 1.81 1.10 -2.94
C 2.48 1.04 -1.34
C 1.72 0.51 -0.31
C 2.34 0.46 0.94
Cl 1.47 -0.22 2.29
C 3.63 0.91 1.17
Cl 4.35 0.79 2.73
C 4.35 1.46 0.11
Cl 5.95 2.03 0.36
C 3.77 1.52 -1.16
Cl 4.67 2.19 -2.47
C -4.04 3.44 -0.53
Si -2.46 3.11 0.34
C -2.68 2.24 1.94
C -1.41 4.61 0.48
Se -1.29 1.77 -1.11
H -4.65 4.17 0.02
H -4.62 2.52 -0.64
H -3.85 3.85 -1.53
H -3.25 2.87 2.63
H -1.71 2.03 2.38
H -3.21 1.30 1.80
H -1.91 5.39 1.06
H -1.18 5.01 -0.51
H -0.47 4.36 0.97
*
```

orbital gap (spin up / spin down) = 0.25873 / 0.28530 Eh
⟨S²⟩ = 0.770
E_LUMO (spin up / spin down) = -1.5 / -0.9 eV
relative energy (zero: lowest compared OMol25 entry of this formula, charge and spin) = 0.401 eV
HOMO (spin up / spin down) = -8.52 / -8.67 eV
electronic energy = -7102.1536 Ha

How positive or negative is each atom? The natural (NBO) charges in e answer that: V 1.035; O -0.521; C 0.783; O -0.672; C -0.169; C -0.147; C -0.229; C -0.167; C -0.232; C -0.119; S -0.058; H 0.237; H 0.222; H 0.220; H 0.228; Cl 0.059; C 0.056; C -0.418; C -0.044; Cl 0.040; C -0.094; Cl 0.062; C -0.067; Cl 0.069; C -0.125; Cl 0.061; C -1.144; Si 1.557; C -1.151; C -1.142; Se -0.384; H 0.247; H 0.252; H 0.252; H 0.248; H 0.251; H 0.256; H 0.246; H 0.252; H 0.251

=====

Entry from OMol25: a 2-piece molecular cluster, C3H3ClS overall at a distorted geometry (ωB97M-V/def2-TZVPD).

ORCA input file:
```
! wB97M-V def2-TZVPD RIJCOSX def2/J DEFGRID3
* xyz 0 1
C 0.32 -0.80 0.45
C 2.24 0.67 -0.34
C 1.60 -0.51 0.01
S 3.25 1.74 0.16
Cl 2.77 -1.86 -0.12
H 0.14 -1.93 0.71
H -0.40 -0.10 0.29
H 1.75 0.71 -2.82
*
```

orbital gap (spin up / spin down) = 0.31519 / 0.25431 Eh
E_LUMO (spin up / spin down) = -1.1 / -1.0 eV
relative energy (zero: lowest compared OMol25 entry of this formula, charge and spin) = 4.516 eV
HOMO (spin up / spin down) = -9.67 / -7.91 eV
electronic energy = -974.2777 Ha

How positive or negative is each atom? The natural (NBO) charges in e answer that: C -0.378; C -0.178; C -0.158; S 0.277; Cl -0.004; H 0.236; H 0.212; H -0.008

=====

Entry from OMol25: C3H5AuO4 as an isolated structure at a distorted geometry (ωB97M-V/def2-TZVPD).

ORCA input file:
```
! wB97M-V def2-TZVPD RIJCOSX def2/J DEFGRID3
* xyz 1 4
O -1.39 0.79 0.12
C -0.48 1.66 -0.33
C -1.19 -0.63 -0.08
O -0.58 2.85 -0.30
O 0.58 0.92 -0.68
C -0.12 -0.57 -1.12
H -1.90 -0.86 0.74
H -0.69 -1.69 0.50
H -0.36 -0.46 -2.18
H 0.67 -1.33 -1.03
O 1.50 -0.63 1.45
H 1.88 -0.89 2.29
Au 2.07 0.83 0.60
*
```

orbital gap (spin up / spin down) = 0.21871 / 0.29615 Eh
⟨S²⟩ = 3.760
E_LUMO (spin up / spin down) = -6.0 / -7.7 eV
relative energy (zero: lowest compared OMol25 entry of this formula, charge and spin) = 4.415 eV
HOMO (spin up / spin down) = -11.93 / -15.71 eV
electronic energy = -553.2604 Ha

How positive or negative is each atom? The natural (NBO) charges in e answer that: O -0.476; C 0.951; C -0.113; O -0.465; O -0.658; C -0.150; H 0.309; H 0.287; H 0.268; H 0.246; O -0.991; H 0.499; Au 1.292

=====

Number 2 is which compound? C16H13Cl5O2SSeSiV

=====

electronic energy of number 1 (C38H45BrN4O7S2W)? -5658.3136 Ha

=====

The lowest electronic energy belongs to which entry? C16H13Cl5O2SSeSiV

=====

Which of these has the highest electronic energy? C3H5AuO4